[1]
Formula: C16H16FeN7O5S
Source: the OMol25 dataset
Level of theory: ωB97M-V/def2-TZVPD

* E_LUMO (spin up / spin down): -0.0332 / -0.0492 Eh
* ⟨S²⟩: 8.76
* frontier orbital gap (spin up / spin down): 7.74 / 7.27 eV
* 2S+1: 6
* HOMO energy (spin up / spin down): -8.64 / -8.61 eV

```
46
C16H16FeN7O5S | the OMol25 dataset | ωB97M-V/def2-TZVPD
Fe 0.4349 -1.2758 -0.4546
C 3.1477 -0.7896 4.6350
C 2.8573 0.4982 3.8774
N 1.4800 0.5980 3.4180
C 0.9768 0.0356 2.3073
S 2.0553 -0.7985 1.2380
N -0.3377 0.2089 2.1664
N -0.8518 -0.3615 1.0564
C -2.1144 -0.2545 0.8237
C -3.0942 0.3747 1.7593
C -2.5439 -0.7561 -0.4947
C -3.8718 -0.7967 -0.8993
C -4.1726 -1.2738 -2.1656
C -3.1483 -1.7026 -2.9942
C -1.8504 -1.6425 -2.5165
N -1.5621 -1.1712 -1.3075
H 4.1888 -0.8069 4.9593
H 2.5143 -0.8719 5.5194
H 2.9731 -1.6572 4.0001
H 3.0437 1.3641 4.5136
H 3.5130 0.5930 3.0126
H 0.7895 0.9913 4.0378
H -2.5839 0.7455 2.6414
H -3.6188 1.1982 1.2696
H -3.8452 -0.3562 2.0673
H -4.6536 -0.4697 -0.2297
H -5.2010 -1.3170 -2.4988
H -3.3420 -2.0813 -3.9869
H -1.0077 -1.9778 -3.1100
O 2.4969 2.5569 -4.4565
C 1.9002 3.2622 -3.5134
O 1.8674 4.4677 -3.5212
C 1.2862 2.5040 -2.3870
C 0.6452 3.1065 -1.3236
N 0.1889 2.1234 -0.5268
N 0.5239 0.9210 -0.9909
C 1.1887 1.1244 -2.1133
C 1.7197 -0.1118 -2.7830
O 2.3317 -0.0247 -3.8416
O 1.4613 -1.1993 -2.1387
H 2.4376 1.5765 -4.2935
H 0.4872 4.1504 -1.1135
H -0.2641 2.1974 0.3717
O 0.7541 -5.4334 0.2364
C 0.5264 -4.3058 -0.0029
N 0.2738 -3.1621 -0.2468
```

***

[2]
Formula: C21H31BF9N5NaO2P
Source: the OMol25 dataset
Level of theory: ωB97M-V/def2-TZVPD

* E_LUMO: 0.1398 Eh
* frontier orbital gap: 6.65 eV
* total charge: -2
* HOMO energy: -2.84 eV

```
71
C21H31BF9N5NaO2P | the OMol25 dataset | ωB97M-V/def2-TZVPD
Na -0.1144 0.8179 -0.2374
O -1.1545 -1.5979 0.4820
C -0.2492 -2.4379 1.1750
C -0.1859 -2.0237 2.6339
C 0.1628 -0.5469 2.8343
C 1.5685 -0.2119 2.4375
C 2.6256 -0.2588 3.3423
C 3.8854 0.1295 2.9270
C 4.0625 0.5476 1.6173
C 2.9636 0.5291 0.7755
N 1.7538 0.1440 1.1669
H -1.2015 -1.9324 -0.4327
H 0.7458 -2.3723 0.7182
H -0.5722 -3.4843 1.1208
H 0.5525 -2.6654 3.1278
H -1.1537 -2.2160 3.1065
H -0.0065 -0.2554 3.8728
H -0.5079 0.0557 2.2226
H 2.4427 -0.5588 4.3666
H 4.7177 0.1281 3.6212
H 5.0238 0.8882 1.2563
H 3.0503 0.8400 -0.2613
N -1.5836 6.2962 3.1271
C -0.5586 5.7375 3.1538
N 0.6314 5.1902 3.2271
C 0.7533 3.9260 2.8532
N 0.9132 2.8136 2.5567
C 3.9617 -2.7467 -0.5964
P 2.4982 -2.1410 -1.5566
C 2.0431 -3.7115 -2.3917
C 3.4005 -1.3154 -2.9374
H 4.6604 -3.3098 -1.2222
H 3.6154 -3.3912 0.2143
H 4.4834 -1.8999 -0.1470
H 2.9014 -4.1780 -2.8850
H 1.2557 -3.5220 -3.1208
H 1.6197 -4.4047 -1.6630
H 4.1522 -1.9702 -3.3882
H 3.8861 -0.4087 -2.5720
H 2.6776 -1.0171 -3.6978
O -1.9666 1.6247 0.7306
C -2.2978 2.7998 0.7377
C -3.1795 3.4049 -0.3237
C -4.5150 3.7416 0.3910
C -4.8617 2.8492 1.6096
C -4.2373 3.2736 2.9566
C -2.7206 3.0614 3.0524
N -2.1140 3.5955 1.8343
H -3.3086 2.6749 -1.1198
H -2.7234 4.2974 -0.7533
H -5.3227 3.6675 -0.3405
H -4.4983 4.7824 0.7273
H -4.5951 1.8106 1.3893
H -5.9480 2.8660 1.7334
H -4.7334 2.7320 3.7689
H -4.4397 4.3386 3.1165
H -2.4644 2.0048 3.1114
H -2.3114 3.5771 3.9191
H -2.3433 4.5749 1.7171
F -0.3738 3.3711 -1.7836
C 0.1531 2.1554 -2.3195
F 1.4077 2.5594 -2.8335
C -0.6875 1.9668 -3.5662
F -0.2223 0.9464 -4.3129
F -0.7654 3.0357 -4.4112
F -1.9669 1.6755 -3.2384
F -0.9969 -2.8901 -1.9202
B -1.4927 -4.1476 -2.3783
F -2.8899 -4.1028 -2.4284
F -0.9572 -4.3975 -3.6518
F -1.0745 -5.1486 -1.4773
```

***

Energy above the lowest of the compared OMol25 structures with the same formula, charge and spin / kJ/mol: 2.55 26.70
F_max / eV/A: 0.3 0.4